The following is a quantum chemistry calculation of C14H11BrClMnN2O6Se2Te2 as an isolated structure in a non-equilibrium geometry, from OMol25.

Output
Kohn-Sham gap (spin up / spin down), eV: 5.01 / 6.28
Energy above the lowest of the compared OMol25 structures with the same formula, charge and spin, kcal/mol: 11.8
HOMO energy (spin up / spin down), hartree: -0.2704 / -0.2801
F_max, eV Å⁻¹: 1.88
LUMO (spin up / spin down), eV: -2.35 / -1.34

```
! RIJCOSX wB97M-V def2-TZVPD def2/J DEFGRID3
* xyz 0 5
Mn 0.09002 -0.02847 -0.73409
C -3.02649 -0.52619 0.52180
O -1.70120 -1.05873 0.44837
C -1.41684 -2.09706 1.28293
C -2.36895 -2.82545 1.96780
C -1.96100 -3.88511 2.76858
Br -3.27131 -4.86452 3.72797
C -0.63704 -4.23094 2.88941
C 0.33099 -3.49208 2.20388
C -0.05987 -2.41376 1.40488
O 0.83087 -1.66668 0.72519
C 1.75138 -3.79300 2.30016
N 2.67419 -3.03630 1.74982
C 3.89028 -3.62009 2.03857
C 5.18587 -3.23813 1.70082
C 6.22060 -4.03834 2.14055
C 5.98725 -5.19436 2.89775
C 4.70825 -5.58744 3.24078
C 3.66827 -4.78077 2.79840
N 2.29779 -4.85947 2.94801
H -3.74754 -1.25256 0.14528
H -3.04563 0.35356 -0.10961
H -3.25420 -0.23102 1.54557
H -3.41931 -2.58816 1.89773
H -0.35952 -5.05851 3.52702
H 1.76524 -1.99660 0.98579
H 5.36227 -2.34561 1.11589
H 7.24013 -3.77136 1.89574
H 6.82950 -5.79284 3.21826
H 4.52336 -6.47962 3.82505
H 1.79956 -5.58241 3.43468
Se -1.26305 1.04816 -2.21173
Te -1.30359 0.33132 -4.63339
Te -0.67831 -2.25129 -4.07553
Se 0.84246 -1.67157 -2.15082
O 0.55822 3.01777 2.05593
Cl 0.16789 1.75806 1.56752
O -1.15304 1.40604 1.97074
O 0.16876 1.80270 0.06904
O 1.09667 0.72597 1.91023
*
```

The following is a quantum chemistry calculation of one molecule with the formula C7H7NO3 in a non-equilibrium geometry, from OMol25.

Output
Kohn-Sham gap, eV: 8.45
Energy above the lowest of the compared OMol25 structures with the same formula, charge and spin, kcal/mol: 36.7
HOMO energy, hartree: -0.2940
F_max, eV Å⁻¹: 5.95
LUMO, eV: 0.45

```
! RIJCOSX wB97M-V def2-TZVPD def2/J DEFGRID3
* xyz 0 1
N 2.92028 -0.59949 -0.07198
C 1.56224 -0.47801 -0.02920
C 0.77002 -1.56866 0.04812
C -0.58515 -1.45935 0.01367
C -1.18991 -0.18615 -0.00093
C -2.71612 -0.03633 -0.04409
O -3.55202 -0.87033 0.16982
O -3.05817 1.32991 -0.17773
C -0.40778 0.99504 0.02136
C 0.93901 0.84580 0.03574
O 1.85074 1.93048 0.02967
H 3.54098 -1.35336 -0.48718
H 3.56540 0.35576 0.24258
H 1.23732 -2.52572 -0.13096
H -1.22980 -2.28843 -0.00759
H -3.99642 1.25137 -0.31305
H -0.83360 1.95855 0.15715
H 1.18296 2.69892 0.54461
*
```

The following is a quantum chemistry calculation of a 3-piece molecular cluster, C2H3Cl3N2 overall in a non-equilibrium geometry, from OMol25.

Output
Kohn-Sham gap, eV: 8.76
Energy above the lowest of the compared OMol25 structures with the same formula, charge and spin, kcal/mol: 75.5
HOMO energy, hartree: -0.3759
F_max, eV Å⁻¹: 3.27
LUMO, eV: -1.47

```
! RIJCOSX wB97M-V def2-TZVPD def2/J DEFGRID3
* xyz 0 1
C -0.71317 0.64893 -0.05161
C 3.22763 -0.56930 0.54151
N -0.69750 -0.51637 0.22714
N -0.82756 1.74817 -0.54136
Cl 2.46784 0.94789 0.81567
Cl 4.08218 -0.48637 -0.95614
Cl -3.99226 -1.77905 0.22352
H -0.06662 2.14884 -0.94654
H -0.43082 -0.86595 1.12085
H -3.04973 -1.27680 -0.43304
*
```

The following is a quantum chemistry calculation of C18H19BeF6N3OSe as an isolated structure, from OMol25.

Output
Kohn-Sham gap, eV: 5.51
Energy above the lowest of the compared OMol25 structures with the same formula, charge and spin, kcal/mol: 4.5
HOMO energy, hartree: -0.2093
F_max, eV Å⁻¹: 0.47
LUMO, eV: -0.19

```
! RIJCOSX wB97M-V def2-TZVPD def2/J DEFGRID3
* xyz 0 1
Be 0.99967 0.21148 1.17080
O 1.04387 -1.29517 1.94430
C 2.00457 -1.71548 2.63658
C 3.44463 -1.44411 2.31116
C 4.23438 -0.69850 3.41911
C 3.47730 -0.49831 4.72875
C 3.23697 -1.78684 5.51604
C 2.75967 -2.93278 4.62816
N 1.73891 -2.50748 3.67304
H 3.44729 -0.83915 1.40633
H 3.89522 -2.42002 2.10111
H 4.45957 0.28613 3.01133
H 5.17479 -1.22572 3.60470
H 2.53278 0.00325 4.49728
H 4.02706 0.20650 5.35421
H 2.51166 -1.60671 6.31343
H 4.16174 -2.11528 5.99887
H 2.34082 -3.75172 5.21103
H 3.59232 -3.34671 4.05913
H 0.76347 -2.59720 3.91121
F -5.06027 1.86295 3.40686
C -4.44194 2.49112 2.39376
F -5.30041 2.52632 1.35598
F -4.21981 3.76083 2.77159
C -3.15677 1.80585 2.00230
C -2.84568 0.54588 2.47348
C -1.65361 -0.02536 2.06105
N -0.79766 0.59088 1.24828
C -1.10818 1.81498 0.79817
C -2.28659 2.44754 1.13589
H -3.50091 0.01891 3.15102
H -1.35918 -1.01058 2.39658
H -0.35400 2.29259 0.18765
H -2.49680 3.43701 0.75534
F 3.93163 -1.51850 -4.56095
C 2.87541 -2.17774 -4.06757
F 3.27573 -3.42691 -3.76515
F 1.96281 -2.28248 -5.05055
C 2.28903 -1.49457 -2.85729
C 1.22009 -2.09306 -2.20167
C 0.71670 -1.46707 -1.08457
N 1.21480 -0.31848 -0.60672
C 2.23216 0.25886 -1.24930
C 2.79194 -0.29929 -2.39308
H 0.79595 -3.02605 -2.54539
H -0.11628 -1.88823 -0.53553
H 2.59537 1.16737 -0.77055
H 3.61779 0.19394 -2.88431
Se 2.16823 1.81540 1.76995
*
```

The following is a quantum chemistry calculation of a 9-piece molecular cluster, C31H61ClO27S overall in a non-equilibrium geometry, from OMol25.

Output
Kohn-Sham gap, eV: 9.60
Energy above the lowest of the compared OMol25 structures with the same formula, charge and spin, kcal/mol: 0.0
HOMO energy, hartree: -0.3374
F_max, eV Å⁻¹: 1.30
LUMO, eV: 0.42

```
! RIJCOSX wB97M-V def2-TZVPD def2/J DEFGRID3
* xyz 0 1
C 2.62731 0.69036 1.74018
C 2.51018 0.60544 0.21631
S 2.65118 -1.08219 -0.43078
C 0.94751 -1.63483 -0.55797
O 0.57589 -2.40932 0.59357
C -0.71309 -2.52970 0.91311
O -1.13955 -3.52039 1.43812
O -1.51949 -1.47246 0.59969
C -2.06791 -0.76546 1.72178
Cl -0.94739 -0.75681 3.11215
C -2.41611 0.65840 1.32027
C -1.36163 1.38392 0.48726
H 3.32611 -0.03484 2.15124
H 2.91471 1.70373 2.03517
H 1.64682 0.51946 2.19357
H 1.57138 1.04711 -0.11128
H 3.35901 1.12429 -0.23182
H 0.90003 -2.25744 -1.45118
H 0.31650 -0.76070 -0.67933
H -2.96242 -1.31518 2.01345
H -3.33836 0.62064 0.73376
H -2.58582 1.23399 2.23005
H -0.50539 1.67547 1.09788
H -1.80811 2.30177 0.10042
H -1.03402 0.80258 -0.37052
C 7.40323 -5.16191 -4.10520
O 7.02078 -5.22740 -2.72817
C 5.84981 -4.65363 -2.46036
O 5.12881 -4.11346 -3.25909
O 5.61090 -4.78011 -1.15673
C 4.37556 -4.19849 -0.72880
H 8.36380 -5.66112 -4.18885
H 6.67882 -5.67805 -4.73258
H 7.50906 -4.12764 -4.42766
H 3.53376 -4.67710 -1.22742
H 4.36401 -3.12904 -0.91785
H 4.30331 -4.37288 0.34063
C 3.90769 -8.24669 -6.76849
O 4.48574 -8.63142 -8.01940
C 5.69196 -8.11678 -8.24617
O 6.29579 -7.38492 -7.50593
O 6.11575 -8.54878 -9.43166
C 7.41001 -8.06758 -9.80405
H 2.93910 -8.73473 -6.72180
H 4.52788 -8.58250 -5.93985
H 3.77710 -7.16728 -6.72090
H 8.16153 -8.39532 -9.08865
H 7.41086 -6.98152 -9.87219
H 7.62102 -8.49595 -10.77910
C 7.89415 0.68830 -6.87688
O 7.71180 -0.71745 -7.05567
C 6.43760 -1.09025 -7.18659
O 5.48569 -0.35593 -7.16655
O 6.40654 -2.41082 -7.34371
C 5.09207 -2.95379 -7.49190
H 8.96498 0.84404 -6.78541
H 7.51575 1.23743 -7.73690
H 7.39520 1.02808 -5.97137
H 4.60520 -2.54618 -8.37602
H 4.49298 -2.75397 -6.60565
H 5.20529 -4.02839 -7.60549
C -7.24521 0.57095 1.66441
O -6.44690 1.61896 1.10626
C -7.11291 2.74746 0.86364
O -8.28276 2.93217 1.07396
O -6.26063 3.63076 0.35022
C -6.84630 4.89943 0.03974
H -6.57748 -0.27375 1.80606
H -7.66035 0.87394 2.62344
H -8.04550 0.29297 0.98190
H -7.24761 5.36834 0.93583
H -7.63159 4.78864 -0.70505
H -6.04914 5.51565 -0.36456
C -11.08683 5.86498 1.56986
O -10.28849 6.91677 1.01629
C -10.95508 8.04373 0.77712
O -12.12425 8.23176 0.98382
O -10.10057 8.93158 0.26685
C -10.68725 10.19863 -0.04032
H -10.42643 5.01306 1.70711
H -11.50226 6.16541 2.52967
H -11.88686 5.59117 0.88513
H -11.09025 10.66287 0.85754
H -11.47293 10.08745 -0.78491
H -9.88634 10.81214 -0.44189
C 5.47745 5.20595 2.76020
O 4.92514 5.80696 3.93341
C 3.72037 5.34811 4.26891
O 3.09924 4.50405 3.67730
O 3.32407 5.98224 5.36874
C 2.03572 5.58493 5.84665
H 6.44694 5.67147 2.61125
H 5.60325 4.13406 2.90081
H 4.84299 5.39569 1.89653
H 2.03091 4.52763 6.10336
H 1.26973 5.79249 5.10195
H 1.84067 6.17356 6.73800
C 1.67916 3.93786 11.26945
O 1.05742 4.84857 10.35834
C -0.13348 5.29369 10.75527
O -0.69369 4.99690 11.77625
O -0.59712 6.12592 9.82267
C -1.87950 6.68422 10.12162
H 2.62854 3.66404 10.81929
H 1.85422 4.41656 12.23068
H 1.06618 3.04865 11.40137
H -1.83967 7.26648 11.03990
H -2.62791 5.89954 10.21177
H -2.12754 7.33308 9.28708
C -4.87025 -8.31917 -2.09003
O -3.66235 -8.28828 -1.32951
C -3.55588 -7.23466 -0.51406
O -4.37609 -6.36141 -0.39458
O -2.40056 -7.32187 0.12992
C -2.14771 -6.24228 1.04843
H -4.82056 -9.21712 -2.69903
H -5.73725 -8.36917 -1.43398
H -4.94320 -7.44401 -2.73303
H -2.91220 -6.22572 1.82304
H -2.12552 -5.29957 0.52365
H -1.17853 -6.43902 1.49365
*
```